DFT (ωB97M-V/def2-TZVPD) results for a molecular structure, C27H24I2N6O3PdS3.

Output
Lowest unoccupied orbital energy (spin up / spin down), Ha: -0.007 / -0.030
E_HOMO (spin up / spin down), eV: -7.24 / -7.49
Spin multiplicity: 3
⟨S²⟩: 2.006
Total energy, a.u.: -3515.33054
HOMO-LUMO gap (spin up / spin down), hartree: 0.259 / 0.246

Each line ends with the Löwdin spin population.
Atoms and positions in Å:
Pd -0.047050 0.264454 1.593593  1.37
I 6.594763 3.401300 2.989392  0.00
C 4.755397 2.347524 2.959018  0.01
C 4.343838 1.580433 4.041948  0.00
C 3.303696 0.711650 3.843390  0.01
I 2.553991 -0.375502 5.419601  0.00
C 2.691321 0.553335 2.555620  0.01
O 1.798494 -0.379053 2.329466  0.11
C 3.031365 1.437006 1.541515  0.01
C 2.374263 1.411669 0.226499  0.01
N 0.951913 1.741059 0.337708  0.15
C 0.684293 3.021136 0.976143  0.01
C 0.710538 2.937619 2.509415  0.01
C 1.504624 3.790316 3.254161  0.00
C 1.325307 3.752479 4.639458  0.00
C 0.392367 2.894173 5.210787  0.00
C -0.299956 2.036263 4.354514  0.01
N -0.093544 2.056297 3.063389  0.06
C 4.047379 2.373859 1.730000  0.00
H 4.896019 1.715739 4.944572  0.00
H 2.824700 2.252620 -0.444950  0.01
H 2.507145 0.368692 -0.132275  0.00
H 0.432982 1.707985 -0.566408  0.00
H 1.385744 3.775545 0.665570  0.00
H -0.339647 3.354165 0.648587  0.00
H 2.221349 4.488976 2.811782  0.00
H 1.732329 4.565410 5.271821  0.00
H 0.055792 2.904938 6.272464  0.00
H -1.073312 1.299395 4.562286  0.00
H 4.365459 3.065267 0.917417  0.00
S -2.450666 0.633062 0.916310  0.08
C -2.982647 -0.868672 0.218660  0.02
N -2.200545 -1.504549 -0.644643  0.00
C -2.505572 -2.663099 -1.260537  0.00
C -3.735794 -3.228028 -1.096973  0.00
C -4.633859 -2.600431 -0.211205  0.00
C -4.300068 -1.386889 0.430065  0.01
H -1.356706 -1.007797 -0.943552  0.00
H -1.738147 -2.965770 -1.963864  0.00
H -3.995729 -4.165397 -1.523924  0.00
H -5.620599 -3.053441 -0.168272  0.00
H -4.998710 -0.950840 1.156715  0.00
N -4.054265 -3.003342 -5.608331  0.00
C -2.978423 -2.261452 -5.065041  0.00
C -1.647052 -2.746003 -5.174017  0.00
C -0.569994 -2.099563 -4.558557  0.00
C -0.771239 -0.873628 -3.915593  0.00
C -2.085343 -0.311757 -3.955223  0.00
C -3.176200 -1.011552 -4.471784  0.00
S 0.489896 0.033300 -3.098634  0.00
O 0.135330 1.438115 -3.316350  0.00
O 1.818107 -0.501286 -3.568520  0.00
N 0.235201 -0.292827 -1.572529  0.00
C 0.831828 -1.278575 -0.812681  0.01
S 1.977318 -2.339229 -1.500377  0.01
C 1.934939 -3.132096 0.061350  0.00
C 1.069459 -2.551993 0.910466  0.01
N 0.471094 -1.438732 0.383522  0.08
H -3.810455 -3.603522 -6.385528  0.00
H -4.944312 -2.521026 -5.679569  0.00
H -1.720630 -3.786955 -5.565322  0.00
H 0.509957 -2.486913 -4.571163  0.00
H -2.148233 0.745962 -3.729014  0.00
H -4.142603 -0.550244 -4.419210  0.00
H 2.481800 -4.024507 0.170384  0.00
H 0.981301 -2.695071 2.006460  0.00

Atoms 1-6, force components in eV/Å:
-1.0813 0.1675 -0.0210
-0.4399 -0.0685 0.2483
-0.1224 0.7898 -1.5210
0.4918 0.6339 -1.0610
-0.5726 -0.1316 -0.8740
-0.1270 -0.3636 0.2934